Record 1
18
Properties=species:S:1:pos:R:3 method="wB97M-V/def2-TZVPD" lumo_ev=-0.435 orbital_gap_ha=0.3274 total_charge=0 spin_multiplicity=1 de_lowest_kj_mol=773.78 mol_weight_g_mol=108.09
O 0.46307 -2.24090 -1.39506
H 0.16474 -2.97828 -0.86263
H 0.16069 -1.46556 -0.92213
O -0.34007 2.04061 1.17706
H -0.34482 1.82639 0.24414
H -0.41799 1.19459 1.61796
O -0.69707 -0.05123 1.96250
H -1.54262 -0.29769 1.58765
H -0.71467 -0.40890 2.85019
O 0.04753 -0.74741 -0.03798
H -0.25187 0.07239 -0.43105
H 0.00043 -0.59248 0.90543
O 2.15913 -0.11395 -0.98215
H 1.86261 0.57495 -1.57688
H 1.35250 -0.51089 -0.65350
O -0.55044 1.17841 -0.78350
H 0.06351 1.30784 -1.50637
H -1.41465 1.21211 -1.19367


Record 2
18
Properties=species:S:1:pos:R:3 method="wB97M-V/def2-TZVPD" lumo_ev=0.007 orbital_gap_ha=0.3689 smiles=O.O.O.O.O.O total_charge=0 spin_multiplicity=1 de_lowest_kj_mol=145.00 mol_weight_g_mol=108.09
O -2.77872 0.19378 0.06650
H -2.83372 -0.76122 0.31550
H -1.97172 0.56878 0.48250
O -0.26272 0.71878 0.90650
H -0.15472 -0.09522 1.38950
H 0.55628 1.18778 0.93550
O -1.12172 1.35478 -2.32550
H -1.42672 0.87278 -3.12150
H -0.74572 0.65078 -1.81750
O -0.03772 -2.06622 1.63150
H -0.52372 -2.84922 1.83150
H 0.82428 -2.41122 1.36550
O 2.75828 1.31278 0.72450
H 2.65528 1.03078 -0.18650
H 3.37828 2.03278 0.55650
O 0.35928 -0.71522 -1.21350
H 1.31928 -0.67222 -1.15550
H 0.00628 -0.35322 -0.38550


Record 3
17
Properties=species:S:1:pos:R:3 method="wB97M-V/def2-TZVPD" lumo_ev="-1.605 / -1.176" orbital_gap_ha="0.2150 / 0.3085" total_charge=0 spin_multiplicity=1 de_lowest_kj_mol=311.16 mol_weight_g_mol=152.53
Si 2.41530 2.01114 -0.68131
Si -2.24045 0.45508 -0.83631
Si -0.48611 -2.36192 1.12129
Si 1.37704 0.66363 0.93689
Si -0.86203 -0.08622 1.04612
H 3.50519 2.67726 0.03708
H 3.06822 0.93090 -1.61992
H 1.54269 2.79844 -1.49605
H -2.16573 -0.81270 -1.82819
H -3.62943 0.77262 -0.36665
H -2.13973 1.65934 -1.54483
H -1.81728 -3.01971 1.00641
H 0.40145 -2.98594 0.16066
H 0.28245 -2.91599 2.26161
H 1.98303 -0.43450 1.87557
H 0.15026 1.20793 -1.61708
H -1.42055 0.30521 2.42603


Record 4
17
Properties=species:S:1:pos:R:3 method="wB97M-V/def2-TZVPD" lumo_ev="0.309 / -2.586" orbital_gap_ha="0.2508 / 0.2613" total_charge=0 spin_multiplicity=3 de_lowest_kj_mol=92.63 mol_weight_g_mol=152.53
Si 1.20159 -2.19365 1.67932
Si 0.32136 2.13265 0.93496
Si -1.32325 0.78741 -2.57034
Si -0.18931 -1.48352 -0.01771
Si -1.06193 0.62599 -0.10702
H 1.15768 -3.76618 2.13444
H 2.55299 -1.72022 1.73006
H 0.55137 -1.48967 2.71131
H 0.15867 3.48397 0.33812
H -0.10317 2.17018 2.47809
H 1.72633 1.89781 1.19564
H 0.04132 0.95691 -2.99912
H -1.79886 -0.54530 -2.93768
H -2.28812 1.68206 -3.25028
H -0.44526 -2.33803 -1.14077
H 1.85330 -0.74096 -0.88233
H -2.35469 0.54058 0.70332


Record 5
17
Properties=species:S:1:pos:R:3 method="wB97M-V/def2-TZVPD" lumo_ev="-0.186 / -2.071" orbital_gap_ha="0.2441 / 0.2870" total_charge=0 spin_multiplicity=3 de_lowest_kj_mol=0.34 mol_weight_g_mol=152.53
Si -1.27215 -2.35366 -0.28171
Si -2.57727 1.59803 0.03446
Si 4.13995 0.76313 0.02812
Si 0.55979 -1.38453 0.77892
Si 2.02799 0.07095 -0.43276
H -1.79435 -1.15553 -0.99768
H -0.93968 -3.56329 -0.94432
H -2.22488 -2.69047 0.80044
H -2.14519 0.73696 1.13508
H -2.43549 2.95033 0.56268
H -3.97579 1.25058 -0.47299
H 4.74061 -0.33194 0.77257
H 5.22308 1.47704 -0.91205
H 3.86928 1.73672 1.30709
H 0.21849 -0.53220 2.08028
H -1.74032 1.61666 -1.12090
H 2.32914 -0.90196 -1.41652


Record 6
24
Properties=species:S:1:pos:R:3 method="wB97M-V/def2-TZVPD" lumo_ev=0.081 orbital_gap_ha=0.3925 total_charge=0 spin_multiplicity=1 mol_weight_g_mol=281.58
He 1.77404 0.25786 -2.22097
Ne 0.45781 0.78800 0.24976
Xe -2.33406 1.62139 1.73647
O 2.33360 -1.33111 0.58223
H 2.22509 -0.50043 0.11917
H 1.46891 -1.51639 0.94856
O 0.19962 -0.35871 3.31818
H -0.45326 0.31117 3.11507
H -0.19839 -1.17841 3.02504
O -0.91958 2.22572 -2.05949
H -0.96018 2.31659 -3.01150
H -1.83230 2.12630 -1.78877
O -0.67615 -2.43910 1.48086
H -1.19619 -2.54951 2.27684
H -1.30986 -2.17104 0.81542
O -2.41492 -1.59619 -0.50192
H -3.03013 -2.19754 -0.92159
H -1.91309 -1.22217 -1.22615
O -0.84273 -0.48836 -2.38011
H 0.02337 -0.87495 -2.25107
H -0.71193 0.44826 -2.23231
O 3.35356 2.59212 0.64305
H 4.05490 2.39228 0.02304
H 2.90188 3.34421 0.26021


Record 7
22
Properties=species:S:1:pos:R:3 method="wB97M-V/def2-TZVPD" lumo_ev=2.988 orbital_gap_ha=0.3242 total_charge=-1 spin_multiplicity=1 de_lowest_kj_mol=10.72 mol_weight_g_mol=253.01
I 0.29532 0.72950 0.58399
O -0.24757 -2.19711 -1.76271
H -0.24043 -2.11361 -2.72250
H 0.09296 -1.33615 -1.44550
O 1.53146 2.37543 -2.26847
H 0.87228 1.98917 -1.66077
H 2.19520 2.74862 -1.68091
O 2.76627 -1.52784 -1.22197
H 2.37389 -2.40686 -1.23740
H 2.16717 -1.01519 -0.64969
O -2.44177 -1.88867 0.92021
H -1.66634 -1.30986 0.82411
H -2.77800 -1.98013 0.02337
O -2.48268 0.92221 -1.84040
H -1.76675 0.93470 -1.17913
H -2.51611 0.00663 -2.13516
O -1.42384 -0.86450 3.65552
H -1.16415 -0.39891 2.84385
H -1.28085 -1.79338 3.44893
O 2.19540 3.02466 2.77110
H 1.69338 3.79883 2.49957
H 1.82515 2.30246 2.23394


Record 8
22
Properties=species:S:1:pos:R:3 method="wB97M-V/def2-TZVPD" lumo_ev=-3.790 orbital_gap_ha=0.3836 total_charge=+1 spin_multiplicity=1 de_lowest_kj_mol=358.67 mol_weight_g_mol=133.05
Li -0.51582 0.31889 -0.05046
O -1.61966 -1.01607 -1.89840
H -1.49173 -1.20567 -2.80472
H -2.15900 -1.83404 -1.84216
O 2.91622 -0.94120 0.50568
H 2.01136 -0.71716 0.91466
H 3.39986 -0.45658 1.02538
O 1.86821 0.47800 -0.93768
H 2.57032 0.99819 -0.99382
H 1.91872 -0.20980 -0.28970
O -2.34296 -0.15403 0.93799
H -2.16122 0.24611 1.71183
H -2.50689 -1.01592 0.81319
O 0.22139 1.42350 1.59566
H 0.84600 1.05900 2.21405
H -0.56014 1.75243 2.02170
O -0.93511 1.78086 -1.44601
H -0.14415 2.17380 -1.84399
H -1.59040 1.40147 -2.08042
O 0.19439 -1.03951 0.69284
H 0.17086 -1.26598 1.69047
H -0.09025 -1.77628 0.06389


Record 9
22
Properties=species:S:1:pos:R:3 method="wB97M-V/def2-TZVPD" lumo_ev=-3.370 orbital_gap_ha=0.4192 total_charge=+1 spin_multiplicity=1 de_lowest_kj_mol=262.17 mol_weight_g_mol=133.05
Li 0.25973 0.00086 -0.23886
O 1.53173 1.62086 -0.08786
H 1.46173 2.23586 -0.98786
H 1.52273 2.27486 0.67414
O 1.22673 -1.85914 0.17914
H 1.80873 -2.55914 0.43114
H 0.42873 -2.19114 0.72314
O -1.49727 2.22586 1.69814
H -1.02027 1.39986 1.56514
H -0.93527 3.04286 1.85314
O -1.33027 -2.42214 -0.04686
H -1.05327 -2.56714 -1.02386
H -2.28427 -2.03314 -0.14786
O 0.67973 -0.56914 -2.19686
H 1.53973 -0.60414 -2.73386
H 0.37573 -1.51114 -2.41086
O -0.80427 1.06386 -1.09986
H -1.10527 1.12586 -1.97586
H -0.97427 1.81786 -0.76786
O 0.13973 -0.18314 1.72214
H -0.53527 -0.45514 2.39614
H 0.56473 0.14586 2.47614


Record 10
20
Properties=species:S:1:pos:R:3 method="wB97M-V/def2-TZVPD" lumo_ev=-2.780 orbital_gap_ha=0.4369 total_charge=+1 spin_multiplicity=1 de_lowest_kj_mol=81.35 mol_weight_g_mol=108.11
N -1.01969 -0.20691 0.12273
H -0.48381 0.69261 0.22110
H -1.32283 -0.53226 1.06690
H -1.84757 -0.02251 -0.57492
H -0.37059 -0.96370 -0.29710
H 4.75303 -0.27236 -0.37115
H 3.98863 -0.35612 1.00870
O 3.87268 -0.26434 0.00681
H -0.23431 3.24191 -0.14446
H 0.69515 2.14568 -0.63662
O -0.22807 2.34661 -0.51302
H -1.70753 -2.42842 2.67030
H -2.77128 -1.36306 2.95773
O -1.93917 -1.47224 2.54381
H 2.01815 -2.05837 -1.18679
H 2.30676 -1.05170 -0.01851
O 1.55066 -1.44849 -0.58112
H -3.12573 1.09138 -2.33299
H -1.88228 1.92624 -1.91035
O -2.25220 0.99605 -2.03106


Record 11
20
Properties=species:S:1:pos:R:3 method="wB97M-V/def2-TZVPD" lumo_ev=-2.630 orbital_gap_ha=0.4498 total_charge=+1 spin_multiplicity=1 de_lowest_kj_mol=68.07 mol_weight_g_mol=108.11
N -0.08435 0.33682 -0.60020
H -1.01821 0.18135 -0.98271
H 0.55589 -0.25851 -1.13492
H 0.12356 1.32982 -0.62567
H -0.09728 -0.06445 0.37946
H -2.39308 -1.86622 3.94086
H -2.69661 -2.06496 2.46851
O -1.99565 -1.78281 3.06670
H -1.76784 1.28620 -4.14565
H -2.79667 0.53716 -3.48653
O -1.91988 0.88725 -3.27616
H 1.69567 -2.68438 -1.10230
H 2.67195 -1.71759 -1.42126
O 1.75578 -1.71317 -1.14069
H 0.62406 -0.08580 2.59986
H -0.76089 -0.75289 2.50787
O -0.05394 -0.33798 1.96464
H 2.55411 3.50773 0.36431
H 2.88409 2.53373 -0.70453
O 2.33346 2.60828 0.08714


Record 12
20
Properties=species:S:1:pos:R:3 method="wB97M-V/def2-TZVPD" lumo_ev=-3.464 orbital_gap_ha=0.4332 total_charge=+1 spin_multiplicity=1 de_lowest_kj_mol=352.45 mol_weight_g_mol=108.11
N 0.18369 -0.26279 -0.06042
H -0.06276 -0.84417 -0.71243
H -0.61114 -0.36472 0.63422
H 0.43762 0.55180 -0.39594
H 1.11746 -0.29785 0.53939
O -2.98403 -0.33357 0.36848
H -2.88262 -1.01240 -0.31787
H -3.81362 -0.74426 0.55211
O -1.42741 -2.65176 -1.10819
H -1.27304 -3.28611 -0.42763
H -2.06742 -3.10454 -1.55713
O -0.35604 2.78442 0.15214
H -0.81305 2.84629 1.06788
H 0.49926 3.20808 0.21193
O 2.46484 -0.46150 2.89626
H 2.04331 0.01237 3.63406
H 2.65273 0.32732 2.32290
O 1.87235 1.18881 -2.51573
H 2.36025 0.55254 -2.91270
H 2.65962 1.89208 -2.37133